Entry 1:
DFT (wB97M-V/def2-TZVPD) results for an isolated molecule of C18H17N3O.

XYZ file:
```
39
Properties=species:S:1:pos:R:3:forces:R:3:mulliken_charge:R:1
C -4.8846 -1.2967 -0.7813 0.03 0.00 0.01 -1.170
C -3.4771 -1.0065 -0.3664 0.28 -0.04 -0.03 0.782
C -2.4223 -1.8079 -0.7810 0.33 -0.05 0.06 -1.108
C -1.1544 -1.4496 -0.3219 -0.78 0.53 0.09 0.730
O -0.0989 -2.1710 -0.7421 0.00 -0.19 -0.03 -0.467
C 1.1513 -1.9224 -0.2091 0.61 0.08 0.11 0.491
C 2.2156 -1.8335 -1.0963 -0.42 -0.04 0.02 -0.469
C 3.4985 -1.6549 -0.6133 0.08 -0.01 0.05 -0.573
C 3.7237 -1.5617 0.7495 0.16 0.05 -0.02 -0.418
C 2.6594 -1.6574 1.6298 -0.03 -0.05 0.02 -0.736
C 1.3722 -1.8414 1.1586 -0.15 -0.16 -0.05 -0.060
N -0.9574 -0.4090 0.4659 0.14 -0.24 -0.07 -0.049
C -2.0333 0.3115 0.7848 -0.15 -0.58 -0.22 0.062
N -1.8377 1.3873 1.5754 -0.11 0.44 0.21 -0.140
C -0.5034 1.8723 1.8503 0.14 -0.16 -0.01 -1.067
C 0.3187 2.0458 0.5945 0.17 0.23 -0.05 0.596
C -0.2400 2.6242 -0.5379 0.04 0.02 0.11 -0.164
C 0.5005 2.7525 -1.6989 -0.05 0.04 -0.08 -0.703
C 1.8120 2.3111 -1.7391 0.06 0.00 -0.10 -0.517
C 2.3797 1.7463 -0.6106 0.10 0.02 0.00 -0.586
C 1.6363 1.6141 0.5482 -0.08 0.15 0.07 -0.346
N -3.2858 0.0552 0.4073 -0.33 0.30 0.12 -0.711
H -5.5473 -0.5378 -0.3770 -0.04 0.01 0.00 0.356
H -5.1878 -2.2748 -0.4124 -0.06 -0.07 -0.01 0.291
H -4.9612 -1.3062 -1.8669 -0.05 -0.03 -0.08 0.301
H -2.5573 -2.6593 -1.4245 -0.04 -0.12 -0.09 0.457
H 2.0228 -1.9060 -2.1554 -0.04 0.00 -0.11 0.455
H 4.3247 -1.5858 -1.3055 0.06 0.00 -0.06 0.408
H 4.7260 -1.4181 1.1252 0.08 0.01 0.03 0.393
H 2.8321 -1.5945 2.6946 0.00 0.00 0.08 0.406
H 0.5413 -1.9206 1.8415 -0.02 -0.01 0.04 0.441
H -2.6303 1.9974 1.6834 0.03 -0.09 0.00 0.295
H 0.0037 1.1551 2.5045 0.04 0.16 0.01 0.313
H -0.5939 2.8242 2.3806 -0.02 -0.13 0.01 0.443
H -1.2664 2.9630 -0.5169 -0.12 0.01 0.00 0.376
H 0.0511 3.1957 -2.5759 -0.03 0.04 -0.07 0.402
H 2.3878 2.4055 -2.6482 0.05 0.01 -0.07 0.400
H 3.4010 1.3958 -0.6340 0.08 -0.04 0.00 0.446
H 2.0806 1.1582 1.4204 0.03 -0.09 0.09 0.440
```
Forces are in eV/Å.

Computed properties:
Multiplicity = 1
Total energy = -935.65957 a.u.
SMILES = Cc1cc(Oc2ccccc2)nc(NCc2ccccc2)n1
Frontier orbital gap = 0.33911 Ha
Charge = 0
Energy relative to the best compared isomer or geometry (same formula, charge and spin) = 0.233 eV

Entry 2:
DFT (wB97M-V/def2-TZVPD) results for C35H43ClLuP2Si2 as an isolated structure.

XYZ file:
```
84
Properties=species:S:1:pos:R:3:forces:R:3:mulliken_charge:R:1
C 4.0528 -1.4932 1.0765 0.81 0.30 -0.35 -0.365
C 3.8357 -0.4139 0.1663 1.29 0.44 0.60 -0.658
C 3.8401 0.7906 0.9506 0.48 0.19 -0.04 -0.734
H 3.7464 -0.4564 -0.9165 0.04 -0.12 0.29 0.529
C 3.9851 0.4415 2.3251 0.90 -0.20 0.11 -0.525
C 4.0986 -0.9792 2.4006 0.86 0.39 -0.81 -0.839
H 4.3100 -1.5657 3.2810 -0.11 0.05 0.05 0.634
H 4.2522 -2.5213 0.7853 -0.40 0.32 0.15 0.694
H 3.7871 1.8166 0.5804 -0.05 -0.42 0.01 0.577
H 4.1647 1.1004 3.1833 -0.41 -0.14 -0.55 0.510
Lu 1.8987 -0.4834 1.4905 -3.33 -2.72 0.14 1.092
Si -0.5971 3.5687 -0.6789 -2.37 2.30 -0.63 -0.287
C -1.6074 3.4842 -2.2651 0.20 -0.97 0.18 0.466
C -3.0099 3.3960 -2.1227 0.20 0.34 -0.10 0.037
H -3.4628 3.2445 -1.1452 0.14 0.27 -0.18 0.646
C -3.8432 3.5458 -3.2237 -0.17 -0.20 0.14 -0.921
H -4.9241 3.5144 -3.0659 0.34 0.02 -0.18 0.421
C -3.2967 3.7042 -4.4921 0.22 -0.20 0.03 -0.461
H -3.9509 3.7899 -5.3597 0.21 0.07 0.20 0.404
C -1.9086 3.6812 -4.6529 0.18 0.03 -0.37 -0.634
H -1.4835 3.7481 -5.6624 -0.17 0.00 0.48 0.413
C -1.0594 3.5611 -3.5524 -0.41 0.15 0.08 -0.517
H 0.0191 3.5395 -3.6840 -0.14 0.05 -0.08 0.394
C -1.7827 4.5717 0.3191 -0.17 0.29 1.26 0.681
C -2.3094 5.7740 -0.2082 -0.26 -0.07 0.74 -0.311
H -1.9903 6.1437 -1.1769 -0.07 -0.10 0.01 0.432
C -3.2369 6.5214 0.5343 0.35 0.05 -0.23 -0.715
H -3.6228 7.4686 0.1457 0.19 -0.39 0.02 0.392
C -3.6479 6.0937 1.7946 0.04 -0.34 0.35 -0.489
H -4.3397 6.6986 2.4021 0.33 -0.37 -0.47 0.368
C -3.1416 4.8970 2.3130 0.13 0.05 0.08 -0.767
H -3.4570 4.5489 3.3025 0.11 0.17 -0.39 0.388
C -2.1958 4.1533 1.5940 -0.40 0.53 0.04 -0.113
H -1.7795 3.2504 2.0446 -0.21 0.25 -0.16 0.240
H 0.6230 4.3467 -0.9325 0.68 -0.69 0.21 -0.182
Si -2.7483 0.5273 -0.8424 1.45 0.59 0.70 -0.275
C -1.6621 0.8227 0.6755 -1.14 -0.69 -0.75 1.424
C -0.4916 1.6261 0.6192 1.43 0.96 -0.24 0.825
H -0.1121 1.9645 -0.3962 0.57 -2.07 0.47 -0.752
C 0.4744 1.5960 1.6704 0.14 0.52 0.69 -1.335
H 1.4504 2.0927 1.5312 -0.48 0.10 0.16 1.186
C 0.2320 0.8784 2.8522 -0.08 0.81 -1.15 -1.384
H 0.9804 0.8051 3.6372 0.09 0.36 0.14 0.972
C -1.0037 0.1981 2.9881 -0.99 -0.33 -0.02 -0.656
H -1.2606 -0.2935 3.9386 0.22 0.17 -0.64 0.617
C -1.9073 0.1728 1.9216 0.11 0.37 0.23 -0.768
H -2.8331 -0.4083 2.0398 0.45 0.28 -0.14 0.438
C -1.5951 0.3266 -2.3196 0.32 0.55 -0.56 1.174
C -0.1840 0.3657 -2.2952 -0.22 -0.20 -0.54 0.752
H 0.3403 0.3594 -1.3493 -0.08 0.11 -0.15 -0.150
C 0.5871 0.2750 -3.4583 -0.24 -0.18 -0.12 -1.049
H 1.6828 0.2788 -3.4074 -0.45 0.00 0.06 0.416
C -0.0452 0.1268 -4.6967 -0.48 0.23 0.12 -0.594
H 0.5363 0.0419 -5.6255 -0.32 0.04 0.51 0.387
C -1.4503 0.1076 -4.7347 0.11 -0.09 -0.11 -0.627
H -1.9568 0.0054 -5.6959 0.16 0.00 0.23 0.408
C -2.2244 0.2129 -3.5711 0.76 -0.16 -0.13 -0.670
H -3.3151 0.1681 -3.6368 0.32 0.11 -0.04 0.413
H -3.1680 -0.8015 -0.6321 -0.94 -1.41 0.48 -0.262
Cl 0.3540 -1.7547 0.0561 0.18 0.15 -0.11 -0.462
C -0.2511 -3.2332 3.4131 0.13 -0.02 -0.13 -1.384
P 1.4180 -3.3794 2.6112 -0.47 -0.28 0.75 1.057
C 2.4188 -3.8795 4.0823 -0.05 0.20 -0.02 -1.552
C 1.2440 -5.0992 1.8792 0.02 0.14 -0.25 -1.247
C 0.5025 -5.2991 0.5562 -0.49 -0.03 -0.72 -1.026
P 1.3745 -5.1535 -1.1205 -0.50 -0.19 0.41 0.116
C 2.3324 -6.7346 -1.1580 -0.17 -0.08 -0.29 -1.155
C 2.7749 -4.0493 -0.7388 0.49 0.16 -0.23 -0.457
H -0.2061 -2.4846 4.2151 -0.04 -0.16 -0.18 0.353
H -0.5449 -4.2021 3.8457 0.09 0.31 -0.11 0.563
H -0.9974 -2.9192 2.6741 0.14 -0.05 0.15 0.227
H 3.2345 -4.5404 3.7503 -0.18 0.29 0.25 0.405
H 2.8352 -2.9681 4.5399 -0.05 -0.45 0.02 0.337
H 1.7876 -4.4040 4.8166 0.32 0.10 -0.22 0.432
H 2.2619 -5.5074 1.8139 -0.18 -0.02 0.08 0.499
H 0.6848 -5.6723 2.6412 0.44 0.27 -0.03 0.701
H 0.1470 -6.3532 0.5195 -0.02 0.65 0.11 0.540
H -0.3960 -4.6455 0.4826 0.52 -0.46 0.18 0.264
H 3.3630 -6.5672 -0.8329 -0.16 -0.31 0.06 0.320
H 1.8409 -7.4997 -0.5518 0.18 -0.01 -0.07 0.330
H 2.3334 -7.0762 -2.2044 0.15 -0.02 0.39 0.346
H 2.5928 -3.0785 -1.1968 0.05 0.15 0.29 0.278
H 2.9199 -3.9639 0.3457 0.09 0.06 -0.37 -0.334
H 3.6829 -4.4657 -1.2028 -0.24 0.17 0.22 0.558
```
Forces are in eV/Å.

Computed properties:
Multiplicity = 1
Total energy = -4316.59112 a.u.
Frontier orbital gap (alpha / beta) = 0.21840 / 0.18130 Ha
Charge = +1